Density functional theory data (the ωB97M-V functional and the def2-TZVPD basis) for a structure of composition C27H19AuBrClFNO5 in a non-equilibrium geometry.

energy	-129009.9568	eV
HOMO energy	-8.89	eV
energy relative to the best compared isomer or geometry (same formula, charge and spin)	0.00	kcal/mol
F_max	1.23	eV/Å

Geometry as XYZ:
```
56
Properties=species:S:1:pos:R:3:forces:R:3:lowdin_charge:R:1
Au 1.623918 -1.009908 0.095445 -0.5 0.1 1.1 1.324
C -1.710682 4.769623 3.256425 0.0 0.0 0.0 -0.039
C -2.724530 3.785682 2.689497 0.0 0.0 0.0 -0.292
C -3.765250 4.505119 1.848328 0.0 0.0 0.0 -0.148
C -4.781316 3.523126 1.295759 0.0 0.0 0.0 -0.125
C -4.075850 2.469558 0.491196 0.0 0.0 0.0 -0.133
C -4.702913 1.815993 -0.543206 0.0 0.0 0.0 0.062
C -4.021845 0.857036 -1.288516 0.0 0.0 0.0 -0.251
F -4.687833 0.239919 -2.276292 0.0 0.0 0.0 0.080
C -2.717478 0.542569 -1.047230 0.0 0.0 0.0 0.086
C -2.060968 1.191811 0.007481 0.0 0.0 0.0 -0.041
C -0.674611 0.848615 0.290752 0.3 0.2 -0.1 -0.276
O -0.068571 0.097121 -0.521061 -0.2 -0.2 0.0 -0.115
C -0.100469 1.404327 1.457779 -0.1 0.0 0.0 -0.020
C -0.844167 2.310839 2.174983 0.0 0.0 0.0 0.038
N -2.068922 2.732108 1.858763 0.0 0.0 0.0 0.044
C -2.736065 2.142727 0.782914 0.0 0.0 0.0 -0.062
C 1.293615 1.176611 2.000526 0.2 -0.1 0.1 -0.561
O 1.575409 1.668904 3.076014 -0.1 0.1 -0.1 0.070
O 2.183974 0.506983 1.315302 0.2 0.1 -0.5 -0.154
H -2.251957 5.618782 3.672236 0.0 0.0 0.0 0.088
H -1.046755 5.137405 2.472581 0.0 0.0 0.0 0.102
H -1.104447 4.350680 4.056703 0.0 0.0 0.0 0.082
H -3.233601 3.274104 3.512562 0.0 0.0 0.0 0.160
H -3.261209 5.025514 1.028130 0.0 0.0 0.0 0.138
H -4.249797 5.257214 2.470317 0.0 0.0 0.0 0.125
H -5.517430 4.031014 0.672715 0.0 0.0 0.0 0.124
H -5.327649 3.055346 2.120922 0.0 0.0 0.0 0.132
H -5.734829 2.035983 -0.786232 0.0 0.0 0.0 0.136
H -2.190269 -0.192976 -1.637289 0.0 0.0 0.0 0.139
H -0.388001 2.717871 3.064263 0.0 0.1 -0.1 0.133
Br 6.973598 -4.578228 1.690373 0.0 0.0 0.0 0.731
C 5.464205 -3.528923 1.230729 0.0 0.0 0.0 -0.693
C 4.858235 -2.750027 2.201190 0.0 0.0 0.1 -0.121
C 3.744536 -1.989464 1.871193 0.0 0.0 -0.1 -0.085
C 3.260173 -2.030523 0.574401 -0.1 -0.2 0.0 -0.258
C 3.866427 -2.810382 -0.398611 0.0 0.0 0.1 -0.086
C 4.986308 -3.562753 -0.066965 0.0 0.0 -0.1 -0.121
H 5.249906 -2.733892 3.208827 0.0 0.0 0.0 0.103
H 3.271722 -1.364803 2.616072 0.0 0.0 0.0 0.103
H 3.484527 -2.848414 -1.410494 0.0 0.0 0.0 0.092
H 5.475391 -4.171393 -0.814855 0.0 0.0 0.0 0.104
Cl 2.420316 -2.512018 -6.836158 0.0 0.0 0.0 0.667
C 1.907240 -2.789255 -5.200793 0.0 0.0 0.0 -0.666
C 1.857280 -1.727444 -4.314299 0.0 -0.1 0.0 -0.095
C 1.441856 -1.957762 -3.011451 -0.1 0.1 0.1 -0.051
C 1.085284 -3.230253 -2.580057 0.0 -0.1 -0.2 -0.148
C 1.133024 -4.275950 -3.502055 0.1 0.0 0.1 -0.006
C 1.544213 -4.067310 -4.805739 0.0 0.0 0.0 -0.090
C 0.610660 -3.590059 -1.193366 0.0 0.1 0.4 -0.557
O 0.201888 -4.706289 -0.967297 0.0 0.0 -0.1 0.089
O 0.590468 -2.681117 -0.230333 0.4 -0.1 -0.8 -0.168
H 2.130979 -0.734593 -4.642139 0.0 0.0 0.0 0.107
H 1.387308 -1.104395 -2.348287 -0.1 0.0 0.0 0.072
H 0.841213 -5.261636 -3.167445 0.0 0.0 0.0 0.122
H 1.583745 -4.882818 -5.514210 0.0 0.0 0.0 0.107
```
Positions in Å, forces in eV/Å.